1.
Formula: C2H3Cl2NSi
Source: the OMol25 dataset
Level of theory: the ωB97M-V functional and the def2-TZVPD basis

```
! wB97M-V def2-TZVPD RIJCOSX def2/J DEFGRID3
* xyz 0 1
C -1.71 0.53 1.16
C 0.40 0.43 0.58
N -2.82 0.62 1.44
Si 0.67 -0.69 -0.81
Cl 2.32 0.22 -1.56
Cl -0.90 -0.79 -2.13
H 0.80 0.32 1.59
H 0.21 1.39 0.35
H 1.04 -2.03 -0.62
*
```

For the HOMO energy, the calculation gives -0.4298 Eh. The value obtained for the energy above the lowest of the compared OMol25 structures with the same formula, charge and spin is 74.34 kcal/mol. The value obtained for the LUMO energy is -1.3 eV. As for the frontier orbital gap: 10.4 eV.

Löwdin atomic charge list, values in e, 5 entries: -0.1721 -0.1497 0.0017 -0.2574 0.3299


2.
Formula: C29H38N10O4RuS3
Source: the OMol25 dataset
Level of theory: the ωB97M-V functional and the def2-TZVPD basis

```
! wB97M-V def2-TZVPD RIJCOSX def2/J DEFGRID3
* xyz 1 6
Ru 0.26 0.65 -1.29
N 5.54 0.02 4.96
C 5.09 0.36 3.72
C 5.52 -0.33 2.58
C 5.04 0.00 1.33
C 4.11 1.02 1.20
C 3.68 1.73 2.32
C 4.16 1.41 3.57
S 3.43 1.39 -0.37
O 4.42 1.24 -1.39
O 2.69 2.63 -0.27
N 2.25 0.28 -0.56
C 2.42 -0.98 -1.08
N 3.55 -1.65 -1.14
C 3.48 -2.83 -1.77
C 2.31 -3.32 -2.34
C 1.16 -2.56 -2.20
N 1.22 -1.41 -1.54
H 6.34 -0.58 5.04
H 5.41 0.66 5.73
H 6.25 -1.13 2.68
H 5.37 -0.53 0.45
H 3.00 2.57 2.19
H 3.84 1.97 4.43
H 4.40 -3.39 -1.83
H 2.30 -4.27 -2.87
H 0.20 -2.85 -2.60
N -6.67 2.60 -5.38
C -5.60 1.86 -4.98
C -4.78 1.22 -5.92
C -3.67 0.51 -5.52
C -3.37 0.41 -4.16
C -4.17 1.04 -3.22
C -5.27 1.76 -3.62
S -1.96 -0.48 -3.65
O -1.38 -1.13 -4.79
O -2.26 -1.27 -2.48
N -0.93 0.63 -3.05
C -0.26 1.59 -3.76
N -0.49 1.97 -5.00
C 0.35 2.90 -5.46
C 1.41 3.43 -4.73
C 1.57 2.98 -3.43
N 0.72 2.08 -2.95
H -7.00 2.52 -6.33
H -7.35 2.90 -4.70
H -5.01 1.30 -6.98
H -3.03 0.02 -6.24
H -3.93 0.96 -2.16
H -5.89 2.25 -2.88
H 0.17 3.23 -6.48
H 2.07 4.16 -5.16
H 2.35 3.32 -2.76
C -3.14 -2.27 3.82
C -4.21 -1.89 2.80
C -3.74 -0.91 1.73
C -2.61 -1.40 0.84
N -1.28 -1.24 1.46
C -0.56 -0.13 1.46
S -1.09 1.31 0.61
N 0.61 -0.08 2.09
C 1.33 -1.23 2.62
C 0.88 -1.68 4.01
C 1.35 -0.79 5.15
C 0.76 0.61 5.16
H -3.57 -2.85 4.64
H -2.67 -1.39 4.25
H -2.36 -2.90 3.38
H -5.06 -1.44 3.33
H -4.59 -2.79 2.32
H -3.44 0.04 2.19
H -4.59 -0.67 1.07
H -2.59 -0.89 -0.11
H -2.71 -2.47 0.61
H -0.94 -2.01 2.02
H 1.11 0.78 1.97
H 2.39 -0.95 2.63
H 1.24 -2.05 1.89
H 1.27 -2.69 4.16
H -0.21 -1.77 4.04
H 2.45 -0.73 5.12
H 1.10 -1.28 6.10
H 1.13 1.22 4.33
H 1.01 1.14 6.08
H -0.33 0.58 5.08
*
```

For the HOMO energy (spin up / spin down), the calculation gives -0.3739 / -0.3746 Eh. The value obtained for the energy above the lowest of the compared OMol25 structures with the same formula, charge and spin is 0.00 kcal/mol. The value obtained for the LUMO energy (spin up / spin down) is -2.2 / -4.5 eV. As for the frontier orbital gap (spin up / spin down): 8.0 / 5.7 eV.

Löwdin atomic charge list, values in e, 5 entries: 1.4076 0.1234 -0.3220 -0.0153 -0.0578


3.
Formula: C6H14O2
Source: the OMol25 dataset
Level of theory: the ωB97M-V functional and the def2-TZVPD basis

```
! wB97M-V def2-TZVPD RIJCOSX def2/J DEFGRID3
* xyz 0 1
C -0.61 -2.13 -1.82
C -0.11 -0.94 -1.08
C -0.81 0.21 -1.00
C -0.53 1.40 -0.25
C 0.69 1.66 0.34
C 1.38 2.94 0.04
H -1.54 -1.90 -2.35
H 0.13 -2.49 -2.54
H -0.84 -2.98 -1.16
H 0.88 -0.99 -0.64
H -1.72 0.20 -1.59
H -1.23 2.22 -0.30
H 1.12 0.99 1.08
H 1.14 3.37 -0.91
H 2.36 3.08 0.46
H 0.52 3.02 0.81
H 1.23 -2.72 1.42
H 0.33 -1.65 2.04
O 1.21 -2.05 2.12
H -1.40 -0.02 2.43
H -0.99 -0.41 1.02
O -1.24 -0.79 1.88
*
```

For the HOMO energy, the calculation gives -0.2709 Eh. The value obtained for the energy above the lowest of the compared OMol25 structures with the same formula, charge and spin is 100.62 kcal/mol. The value obtained for the LUMO energy is 0.2 eV. As for the frontier orbital gap: 7.5 eV.

Löwdin atomic charge list, values in e, 5 entries: -0.1026 -0.1862 -0.1660 -0.1632 -0.1835


4.
Formula: C26H30N6O5S
Source: the OMol25 dataset
Level of theory: the ωB97M-V functional and the def2-TZVPD basis

```
! wB97M-V def2-TZVPD RIJCOSX def2/J DEFGRID3
* xyz 0 1
C 0.40 8.26 1.59
C 0.36 6.91 0.65
O -0.22 5.87 1.49
C -0.32 4.75 0.90
C -0.72 3.83 1.61
C -0.93 2.58 1.38
C -0.65 2.26 0.12
C 0.06 3.11 -0.76
C 0.12 4.47 -0.35
H 0.33 5.15 -1.11
H 0.27 2.85 -1.55
C -0.31 0.72 -0.14
N 0.84 0.06 -0.03
C 0.94 -1.30 0.65
O 2.17 -1.66 0.87
C -0.26 -2.12 0.54
C -0.09 -3.55 0.69
N 1.05 -4.08 1.28
H 2.04 -3.70 1.41
H 1.04 -5.12 1.51
C -1.10 -4.24 0.55
N -2.28 -3.46 0.30
S -1.80 -2.03 0.07
C -1.46 -5.67 0.91
O -0.12 -6.51 1.21
N -2.56 -6.30 0.51
H -2.82 -7.15 0.47
H -3.21 -5.66 0.36
C 1.91 0.94 0.11
C 2.09 1.82 1.19
C 1.99 1.44 2.61
C 2.20 2.46 3.46
C 2.51 3.66 3.19
N 2.78 4.09 1.79
C 2.61 3.17 0.91
H 2.91 3.34 0.15
H 2.81 4.44 3.82
H 1.64 2.22 4.67
H 1.59 0.49 2.82
H 1.99 1.45 -0.69
H 2.66 0.10 0.09
C -0.96 0.60 -1.52
O -1.84 1.02 -2.19
N 0.09 -0.09 -2.53
H 0.99 -0.61 -1.90
C -0.06 -0.66 -3.91
H -0.94 0.02 -4.31
H 0.79 -0.37 -4.50
C -0.21 -2.08 -3.94
C -1.77 -2.31 -3.53
H -2.38 -2.35 -4.48
C -1.58 -3.92 -3.16
H -2.11 -4.27 -2.29
C -0.25 -4.08 -3.01
H 0.16 -4.80 -3.75
O 0.30 -2.81 -2.92
H 0.18 -4.39 -2.04
H -2.02 -4.49 -3.90
H -2.14 -1.84 -2.74
H -0.40 -2.44 -4.95
H -1.23 0.15 0.24
H -1.30 1.71 2.14
H -1.03 4.06 2.80
H 1.31 6.88 0.44
H -0.28 7.29 -0.30
H 1.02 8.07 2.39
H -0.59 8.64 1.81
H 0.88 9.03 1.16
*
```

For the HOMO energy, the calculation gives -0.3149 Eh. The value obtained for the energy above the lowest of the compared OMol25 structures with the same formula, charge and spin is 552.21 kcal/mol. The value obtained for the LUMO energy is -1.2 eV. As for the frontier orbital gap: 7.4 eV.

Löwdin atomic charge list, values in e, 5 entries: -0.0261 -0.1351 0.0341 -0.4519 -0.1005


5.
Formula: C28H22NO
Source: the OMol25 dataset
Level of theory: the ωB97M-V functional and the def2-TZVPD basis

```
! wB97M-V def2-TZVPD RIJCOSX def2/J DEFGRID3
* xyz 1 1
C 6.66 0.04 2.21
O 5.52 0.85 2.18
C 4.38 0.50 1.56
C 3.32 1.45 1.66
C 2.17 1.29 0.92
C 1.99 0.14 0.10
C 0.74 0.03 -0.69
C -0.69 0.41 0.40
N -1.44 0.12 1.27
C -2.20 0.00 2.50
C -3.69 -0.01 2.37
C -4.37 -1.21 2.32
C -5.76 -1.25 2.16
C -6.48 -0.02 2.08
C -5.78 1.21 2.15
C -4.38 1.19 2.32
C 0.43 -1.21 -1.42
C 0.61 -2.58 -1.03
C 0.20 -3.57 -1.96
C -0.40 -3.24 -3.16
C -0.68 -1.89 -3.50
C -0.26 -0.90 -2.56
C -0.29 0.55 -2.74
C -0.56 1.32 -3.89
C -0.20 2.68 -3.92
C 0.48 3.23 -2.84
C 0.83 2.47 -1.72
C 0.41 1.13 -1.67
C 3.02 -0.83 0.11
C 4.20 -0.67 0.81
H 7.36 0.64 2.81
H 6.46 -0.90 2.71
H 7.06 -0.16 1.23
H 3.53 2.33 2.25
H 1.44 2.12 0.91
H -1.90 0.87 3.13
H -1.86 -0.96 2.95
H -3.83 -2.13 2.51
H -6.32 -2.21 2.09
H -7.59 -0.03 1.93
H -6.34 2.17 2.09
H -3.85 2.12 2.50
H 1.05 -2.76 -0.11
H 0.37 -4.63 -1.65
H -0.73 -4.04 -3.87
H -1.17 -1.56 -4.38
H -1.02 0.77 -4.71
H -0.48 3.26 -4.82
H 0.79 4.26 -2.89
H 1.49 2.85 -0.96
H 2.86 -1.73 -0.50
H 4.92 -1.50 0.77
*
```

As for the SMILES: COc1ccc(C2(C#[N+]Cc3ccccc3)c3ccccc3-c3ccccc32)cc1. For the HOMO energy, the calculation gives -0.4160 Eh. The value obtained for the LUMO energy is -4.1 eV. As for the frontier orbital gap: 7.2 eV.

Löwdin atomic charge list, values in e, 5 entries: -0.0634 -0.0642 -0.2524 0.0274 -0.0351


Maximum force across the listed records, respectively: 5.71 0.45 2.87 18.21 4.82 eV Å⁻¹.